No. 1
36
Properties=species:S:1:pos:R:3:mulliken_charge:R:1 method="wB97M-V/def2-TZVPD" orbital_gap_ha=0.1799 relative_energy_kcal_mol=161.2 total_charge=0
C -2.30 1.26 -2.00 -0.5901
C -0.96 1.29 -2.89 -0.2643
O -0.42 -0.06 -2.96 -0.3872
C 0.49 -0.31 -1.90 0.3860
O 1.56 0.32 -1.90 -0.5295
C 0.08 -1.42 -0.84 -0.4426
C -0.14 -0.87 0.64 -0.3316
C 1.06 0.04 1.20 -0.5835
C 0.82 1.59 1.05 0.3337
N 0.61 2.44 -0.08 -0.0865
C 0.50 3.77 0.46 0.1678
N 0.32 4.80 -0.41 -0.4096
N 0.62 3.74 1.88 -0.1513
N 0.80 2.44 2.21 -0.0219
H -3.16 0.81 -2.58 0.3142
H -2.53 2.35 -1.73 0.2345
H -2.05 0.69 -1.05 0.0152
H -1.28 1.56 -3.96 0.3140
H -0.21 2.08 -2.57 0.2326
H 0.93 -2.18 -0.80 0.4092
H -0.90 -1.89 -1.18 0.3073
H -1.16 -0.38 0.80 0.3206
H -0.16 -1.80 1.32 0.0395
H 1.12 -0.17 2.32 0.2531
H 2.02 -0.29 0.67 0.3471
H 1.07 4.95 -1.10 0.2581
H -0.51 5.40 -0.39 0.2402
H 0.59 4.58 2.47 0.2601
H 0.91 2.15 3.19 0.2807
C 0.20 -5.83 1.15 -0.8447
C 0.49 -4.50 1.86 0.6803
O -0.28 -4.21 2.80 -0.7347
O 1.48 -3.87 1.41 -0.7258
H -0.67 -6.33 1.58 0.3045
H 0.00 -5.64 0.09 0.1690
H 1.06 -6.49 1.23 0.2356

No. 2
54
Properties=species:S:1:pos:R:3:mulliken_charge:R:1 method="wB97M-V/def2-TZVPD" orbital_gap_ha="0.1480 / 0.1459" spin_multiplicity=5 relative_energy_kcal_mol=0.0 total_charge=-2
C -1.90 -1.34 -2.18 -0.4880
C -2.40 -2.37 -1.29 -0.7581
C -2.86 -1.68 -0.04 -0.6470
H -2.50 -3.45 -1.49 0.4292
C -2.48 -0.30 -0.24 -0.3440
C -2.12 -0.09 -1.59 -0.2132
H -1.85 0.87 -1.99 0.4360
H -1.53 -1.50 -3.18 0.4133
H -3.43 -2.16 0.78 0.4482
H -2.64 0.49 0.47 0.5418
Cr -0.78 -1.99 0.02 0.6834
Br 1.16 -2.68 1.22 -0.4670
C 2.62 1.63 0.63 -0.0456
C 1.69 2.34 -0.17 -1.0303
C 1.65 1.70 -1.41 -0.4882
H 1.02 3.09 0.21 0.3805
C 2.59 0.65 -1.41 -0.5468
C 3.21 0.61 -0.14 -0.8758
H 3.80 -0.19 0.26 0.4256
H 2.77 1.79 1.68 0.3246
H 0.88 1.83 -2.12 0.5326
H 2.57 -0.19 -2.10 0.4211
C 4.43 1.40 4.89 -1.5401
C 3.55 0.18 4.78 1.0470
C 4.18 -1.04 4.52 -0.9352
C 3.44 -2.22 4.35 -0.8265
C 2.06 -2.14 4.38 -0.9162
C 1.39 -0.90 4.56 -0.1643
N 0.04 -0.85 4.25 0.2606
C -0.98 -0.11 4.87 -0.3911
C -1.29 -0.39 6.22 -0.4290
C -2.37 0.27 6.81 -0.4570
C -3.11 1.19 6.05 -0.4606
C -2.75 1.48 4.74 -0.5585
C -1.67 0.86 4.12 1.0495
C -1.23 1.19 2.70 -0.1404
O -2.15 1.63 1.97 -0.9278
O -0.03 0.96 2.37 -0.4373
C 2.15 0.25 4.89 1.4914
C 1.55 1.58 5.17 -1.3307
H 4.19 2.11 4.08 0.2675
H 4.30 1.94 5.84 0.3226
H 5.49 1.13 4.78 0.3636
H 5.28 -1.08 4.48 0.2045
H 3.93 -3.19 4.19 0.3396
H 1.43 -3.01 4.15 0.6692
H -0.21 -1.36 3.41 0.0337
H -0.70 -1.14 6.76 0.3751
H -2.63 0.04 7.85 0.3383
H -3.96 1.70 6.52 0.3532
H -3.33 2.20 4.17 0.4234
H 1.36 2.14 4.23 0.0851
H 0.60 1.48 5.68 0.2408
H 2.14 2.17 5.88 0.5175

No. 3
85
Properties=species:S:1:pos:R:3:mulliken_charge:R:1 method="wB97M-V/def2-TZVPD" orbital_gap_ha=0.3292 smiles=CCNN[C@](Cl)(CN)CO[C@@H](S)[C@H](I)[C@H](C)I.COCCOC.COCCOC.COCCOC total_charge=0
C 0.26 0.94 1.20 -1.0787
C 0.23 0.20 -0.13 -0.0062
N -1.12 0.00 -0.68 -0.4705
N -1.61 -1.31 -0.62 0.0580
C -2.61 -1.68 0.38 1.3979
Cl -2.74 -0.46 1.69 -0.2606
C -2.18 -3.01 1.02 -1.3684
N -0.91 -2.88 1.71 -0.3208
C -4.00 -1.89 -0.29 -1.4866
O -4.96 -0.91 0.03 -0.1330
C -6.21 -1.40 0.43 -0.2612
S -6.14 -2.16 2.10 -0.1452
C -7.27 -0.30 0.29 -0.8800
I -7.28 0.28 -1.80 0.0527
C -7.20 0.98 1.13 -0.6048
C -5.82 1.58 1.34 -0.9345
I -8.23 0.74 3.02 0.0718
H -0.45 1.77 1.18 0.3414
H 0.01 0.29 2.03 0.1764
H 1.26 1.35 1.36 0.1527
H 0.82 0.75 -0.86 0.4576
H 0.71 -0.78 -0.02 -0.0060
H -1.15 0.29 -1.65 0.2894
H -0.85 -1.98 -0.58 0.1857
H -3.01 -3.38 1.62 0.3679
H -2.03 -3.71 0.19 0.4144
H -1.01 -2.33 2.55 0.2286
H -0.56 -3.79 1.97 0.2527
H -4.38 -2.88 -0.02 0.5590
H -3.82 -1.85 -1.37 0.1550
H -6.53 -2.23 -0.21 0.5360
H -5.37 -1.19 2.61 0.1284
H -8.24 -0.77 0.40 0.7164
H -7.85 1.70 0.65 0.5567
H -5.27 1.07 2.12 0.2266
H -5.24 1.51 0.42 0.2220
H -5.91 2.63 1.62 0.4442
C 1.46 -3.02 -3.16 -0.4186
O 0.31 -3.81 -2.92 -0.4283
C -0.89 -3.20 -3.36 0.0613
C -1.37 -3.72 -4.69 -0.7361
O -0.47 -3.41 -5.74 -0.3854
C 0.37 -4.49 -6.11 -0.7032
H 2.33 -3.63 -2.90 0.3136
H 1.53 -2.71 -4.20 0.3130
H 1.46 -2.12 -2.53 -0.0787
H -0.76 -2.11 -3.41 0.2568
H -1.66 -3.39 -2.60 0.0946
H -2.33 -3.26 -4.93 0.3672
H -1.52 -4.81 -4.63 0.3698
H -0.21 -5.28 -6.61 0.3288
H 0.88 -4.92 -5.25 0.3086
H 1.10 -4.10 -6.82 0.2392
C 4.53 1.70 -0.77 -0.6641
O 3.56 0.71 -0.46 -0.1504
C 3.89 -0.59 -0.92 0.2677
C 4.43 -1.45 0.20 -0.5779
O 5.66 -0.97 0.71 -0.4011
C 5.53 -0.24 1.91 -0.4184
H 4.30 2.58 -0.19 -0.0131
H 5.54 1.37 -0.52 0.4078
H 4.49 1.95 -1.84 0.3020
H 4.62 -0.53 -1.73 0.4612
H 2.98 -1.04 -1.31 -0.4253
H 4.61 -2.46 -0.19 0.4081
H 3.69 -1.52 1.00 0.3133
H 5.26 -0.90 2.74 0.3513
H 4.79 0.55 1.83 0.0229
H 6.50 0.20 2.13 0.2531
C 3.04 6.97 1.76 -0.6994
O 2.11 5.95 2.06 -0.4079
C 2.49 4.67 1.58 -0.4671
C 3.08 3.80 2.66 -0.0425
O 4.31 4.31 3.15 -0.4051
C 4.19 4.99 4.38 -0.7620
H 2.72 7.86 2.29 0.2566
H 4.05 6.70 2.08 0.3063
H 3.06 7.19 0.69 0.3141
H 3.21 4.78 0.76 0.3626
H 1.59 4.18 1.18 0.2864
H 3.28 2.81 2.24 -0.1061
H 2.36 3.68 3.48 0.3871
H 3.95 4.30 5.20 0.3130
H 3.41 5.77 4.34 0.3289
H 5.15 5.46 4.59 0.2603

No. 4
89
Properties=species:S:1:pos:R:3:mulliken_charge:R:1 method="wB97M-V/def2-TZVPD" orbital_gap_ha=0.3205 relative_energy_kcal_mol=11.0 total_charge=0
Be 0.08 0.66 1.14 -0.3074
O -3.55 4.73 3.12 -0.5605
C -4.09 3.64 3.63 0.4193
O -5.13 3.67 4.25 -0.6353
C -3.38 2.35 3.45 0.2427
C -3.85 1.16 3.98 -0.6521
N -2.93 0.22 3.70 -0.1813
N -1.90 0.72 3.02 0.1349
C -2.15 2.00 2.83 -0.1881
C -1.21 2.80 1.99 1.0456
O -1.33 4.03 1.95 -0.9114
O -0.34 2.14 1.34 0.1428
H -2.67 4.56 2.65 0.4531
H -4.75 0.96 4.51 0.5402
H -2.94 -0.77 3.90 0.2064
N 1.64 0.32 4.63 -0.3741
C 1.11 -0.32 3.58 0.6861
O 0.81 0.29 2.57 -0.6388
C 0.96 -1.80 3.68 -0.4303
I 2.21 -2.64 2.16 0.0443
H 1.73 1.32 4.57 0.2375
H 1.91 -0.13 5.49 0.2134
H -0.05 -2.07 3.38 -0.0656
H 1.25 -2.24 4.63 0.6285
O 1.34 0.48 0.15 0.1146
P 1.72 0.58 -1.29 -1.7361
N 1.08 -0.69 -2.16 1.2621
C 1.18 -0.81 -3.61 -0.3991
C 1.24 -2.31 -3.88 -0.9916
C 0.46 -2.90 -2.70 -0.7658
C 0.88 -2.00 -1.54 1.5227
N 1.47 2.05 -1.97 1.1375
C 1.82 2.37 -3.34 -0.6133
C 1.94 3.89 -3.33 -0.8403
C 0.86 4.30 -2.34 -0.8505
C 0.92 3.22 -1.27 0.1212
N 3.40 0.43 -1.44 0.1886
C 4.13 1.51 -0.77 -0.0624
C 5.29 0.84 -0.03 -0.7804
C 5.50 -0.44 -0.83 -0.7535
C 4.08 -0.84 -1.19 -0.1172
H 2.07 -0.29 -3.98 0.2700
H 0.29 -0.37 -4.07 0.2248
H 2.27 -2.66 -3.84 0.3096
H 0.82 -2.58 -4.84 0.4588
H 0.72 -3.94 -2.52 0.4914
H -0.61 -2.82 -2.88 0.0785
H 1.81 -2.39 -1.10 0.1195
H 0.14 -1.94 -0.76 -1.3379
H 1.03 2.06 -4.03 0.2871
H 2.75 1.88 -3.62 0.3746
H 1.80 4.32 -4.32 0.4202
H 2.92 4.19 -2.96 0.2708
H -0.12 4.29 -2.82 0.3218
H 1.03 5.29 -1.92 0.4161
H -0.05 2.98 -0.84 -0.1539
H 1.59 3.51 -0.45 0.2315
H 3.47 2.05 -0.08 0.0667
H 4.50 2.22 -1.52 0.3102
H 4.99 0.59 0.99 0.2386
H 6.18 1.47 0.00 0.4202
H 6.02 -1.21 -0.27 0.3958
H 6.07 -0.22 -1.74 0.3376
H 3.63 -1.38 -0.35 -0.1863
H 4.03 -1.47 -2.08 0.0460
C -1.37 -4.40 -0.03 -0.9274
C -2.69 -3.84 0.50 -1.6512
C -2.84 -2.33 0.26 2.9572
C -4.24 -1.89 0.78 -1.4286
C -4.60 -0.44 0.51 -0.9669
C -2.80 -2.03 -1.22 -0.5553
O -3.26 -2.74 -2.09 -0.6613
N -2.23 -0.82 -1.53 0.6902
C -1.46 -0.03 -0.68 -0.5456
O -1.01 1.01 -1.13 -0.8824
N -1.20 -0.47 0.56 0.6972
C -1.80 -1.56 1.08 -0.5122
O -1.57 -1.95 2.21 -0.9738
H -1.30 -5.47 0.20 0.5425
H -0.52 -3.90 0.43 0.0575
H -1.32 -4.28 -1.10 0.1890
H -2.76 -4.02 1.57 0.5152
H -3.52 -4.35 0.00 0.4510
H -4.25 -2.08 1.86 0.4279
H -4.99 -2.54 0.32 0.4930
H -3.80 0.24 0.80 0.0650
H -5.49 -0.17 1.09 0.5012
H -4.82 -0.28 -0.54 0.2867
H -2.26 -0.51 -2.49 0.3331

No. 5
56
Properties=species:S:1:pos:R:3:mulliken_charge:R:1 method="wB97M-V/def2-TZVPD" orbital_gap_ha="0.2703 / 0.2440" spin_multiplicity=2 relative_energy_kcal_mol=84.0 total_charge=0
C 0.08 2.14 2.02 -0.6439
C -1.06 2.03 1.20 -0.9315
C -2.12 1.54 2.08 0.1599
H -1.16 2.23 0.15 0.5516
C -1.57 1.35 3.42 -0.9339
C -0.21 1.68 3.34 -0.6963
H 0.49 1.71 4.18 0.4898
H 1.02 2.58 1.72 0.6175
H -3.16 1.81 1.92 0.6492
H -2.15 1.12 4.32 0.7073
Cu -2.09 -0.38 1.79 -0.3812
C -1.30 -1.53 0.08 -1.1752
H -2.21 -1.11 0.55 0.8145
H -0.31 -1.99 0.30 0.2316
H -1.54 -1.62 -1.03 0.5370
Si 0.61 0.75 -2.27 0.4921
C 2.11 -0.35 -2.58 0.4231
C 3.22 0.50 -2.65 -0.5992
H 3.06 1.57 -2.55 0.2687
C 4.47 0.06 -3.08 -0.5075
H 5.27 0.78 -3.21 0.3811
C 4.65 -1.31 -3.31 -0.4740
H 5.59 -1.63 -3.74 0.3847
C 3.63 -2.19 -3.01 -0.4663
H 3.87 -3.25 -3.07 0.3670
C 2.34 -1.74 -2.71 -0.3344
H 1.52 -2.45 -2.65 0.4121
C -1.18 0.91 -2.90 0.6855
C -1.00 1.67 -4.07 -0.8729
H -0.15 1.47 -4.72 0.4118
C -1.82 2.78 -4.36 -0.4682
H -1.50 3.50 -5.10 0.3627
C -2.98 2.98 -3.61 -0.4223
H -3.58 3.88 -3.79 0.3708
C -3.35 2.04 -2.66 -0.4346
H -4.29 2.19 -2.11 0.3681
C -2.49 0.96 -2.35 -0.2259
H -2.86 0.19 -1.66 0.2382
H 0.32 0.57 -0.86 -0.0758
H 1.18 1.89 -2.60 -0.3214
C -2.62 -1.81 3.65 -0.9512
O -1.49 -2.30 2.89 -0.2701
C -0.26 -2.47 3.61 -0.4285
C 0.87 -2.41 2.60 -0.9416
O 1.00 -1.07 2.13 0.1516
C 2.26 -0.44 2.42 -0.8572
H -2.30 -1.23 4.54 0.3681
H -3.25 -2.66 3.92 0.3264
H -3.33 -1.20 3.04 0.3197
H -0.14 -1.68 4.37 0.3276
H -0.23 -3.47 4.09 0.3159
H 1.80 -2.76 3.11 0.5063
H 0.65 -3.05 1.72 0.3678
H 2.24 -0.01 3.43 0.2714
H 2.37 0.37 1.69 0.1613
H 3.11 -1.16 2.35 0.3731

No. 6
94
Properties=species:S:1:pos:R:3:mulliken_charge:R:1 method="wB97M-V/def2-TZVPD" orbital_gap_ha=0.2972 total_charge=0
C -3.20 3.53 4.78 -0.9649
C -4.13 2.77 3.61 -0.4442
C -3.21 1.66 2.77 -0.4380
C -4.20 0.35 2.53 0.0545
C -4.27 -0.59 3.87 -1.0003
Si -3.62 -0.62 0.93 -0.4350
C -3.65 -2.53 1.15 -0.2241
C -2.45 -3.15 2.08 0.2643
C -2.88 -3.68 3.59 -0.3765
C -1.86 -4.33 4.69 -0.6444
C -0.29 -4.51 4.27 -0.4879
C 0.16 -4.03 2.76 0.6216
C 1.76 -4.28 2.36 -0.9834
C -0.88 -3.32 1.65 -0.4206
O -2.06 0.05 0.51 -0.0536
Si -1.96 0.54 -1.18 0.5249
C -0.30 1.52 -1.54 -0.6894
C 0.91 1.15 -0.51 0.3485
C 1.51 -0.32 -0.93 -0.5883
O 1.89 2.25 -0.50 -0.3583
C 2.74 2.25 -1.71 -0.0431
C 3.61 3.67 -1.87 0.1091
C 3.39 5.01 -0.95 -0.3440
C 4.32 6.38 -1.18 -0.3124
C 5.51 6.49 -2.34 -0.4261
C 5.69 5.16 -3.29 -0.2992
C 4.77 3.79 -3.07 -0.3650
P -5.21 -0.17 -0.59 0.2233
N -5.37 -1.68 -1.55 -0.7003
O -6.74 0.03 0.23 -0.4486
H -2.92 2.77 5.64 0.2400
H -3.79 4.44 5.21 0.3246
H -2.22 3.89 4.20 0.2434
H -4.58 3.56 2.85 0.3182
H -5.04 2.21 4.13 0.2416
H -2.32 1.35 3.46 0.2846
H -2.90 2.19 1.77 0.1179
H -5.29 0.80 2.38 0.4807
H -4.89 -1.57 3.71 0.1798
H -3.15 -0.88 4.14 0.2464
H -4.65 0.06 4.78 0.3777
H -4.68 -2.85 1.64 0.3044
H -3.66 -3.03 0.06 0.2669
H -4.02 -3.59 3.90 0.1782
H -2.25 -4.65 5.75 0.3241
H 0.44 -4.98 5.07 0.2377
H 2.51 -3.90 3.18 0.3123
H 1.87 -5.46 2.29 0.2599
H 1.92 -3.82 1.30 0.2526
H -0.50 -2.99 0.59 0.1042
H -1.87 -0.68 -1.98 -0.2041
H -3.04 1.45 -1.61 -0.1165
H 0.02 1.46 -2.67 0.2665
H -0.57 2.67 -1.35 0.2939
H 0.42 1.11 0.58 0.1217
H 0.79 -1.13 -0.49 -0.0909
H 2.61 -0.38 -0.52 0.3708
H 1.54 -0.33 -2.12 0.2306
H 3.57 1.40 -1.71 0.2028
H 2.15 2.13 -2.72 0.1953
H 2.57 4.96 -0.12 0.2761
H 4.14 7.32 -0.49 0.2600
H 6.17 7.47 -2.46 0.2832
H 6.53 5.22 -4.14 0.3075
H 5.00 2.90 -3.83 0.2305
H -5.74 -2.46 -0.93 0.3103
H -4.40 -2.01 -1.81 0.3353
H -6.95 -0.84 0.71 0.3404
C -3.39 -7.50 3.31 -0.2237
C -3.38 -9.01 3.24 -0.5890
C -4.85 -9.32 3.02 -0.4744
O -5.40 -8.21 2.29 -0.4375
C -4.45 -7.14 2.30 -0.2378
H -2.42 -7.05 3.09 0.2318
H -3.70 -7.18 4.31 0.1918
H -2.80 -9.34 2.38 0.2766
H -2.98 -9.49 4.14 0.3388
H -5.39 -9.39 3.97 0.2658
H -5.00 -10.24 2.46 0.2940
H -4.02 -7.06 1.29 0.2332
H -4.95 -6.20 2.53 0.1342
C 8.13 6.96 -8.08 -0.5556
C 9.21 5.92 -8.19 -0.5206
C 9.32 5.43 -6.76 -0.4926
O 8.02 5.56 -6.17 -0.3352
C 7.21 6.35 -7.05 -0.3991
H 7.63 7.17 -9.03 0.3272
H 8.55 7.90 -7.70 0.2691
H 8.88 5.10 -8.84 0.2608
H 10.16 6.30 -8.58 0.3251
H 10.02 6.05 -6.18 0.2719
H 9.65 4.39 -6.70 0.2715
H 6.48 5.68 -7.52 0.2820
H 6.67 7.11 -6.47 0.2844